# C26H43Cl2IrN2PS

A molecular structure, C26H43Cl2IrN2PS at a distorted geometry (ωB97M-V/def2-TZVPD, OMol25).

As for the spin multiplicity: 5. Its gap between HOMO and LUMO (alpha / beta) is 3.57 / 6.61 eV. The calculation puts the HOMO energy (alpha / beta) at -1.18 / -4.24 eV. Its total charge is -1.

Last column: Löwdin spin population.
CARTESIAN COORDINATES (ANGSTROEM)
P 0.535 -0.361 0.521  0.147
C 1.994 -0.481 -0.603  0.011
C 3.092 -1.400 -0.097  0.006
C 4.300 -1.280 -1.027  0.001
C 3.920 -1.554 -2.486  0.001
C 2.768 -0.664 -2.960  0.001
C 1.563 -0.802 -2.024  0.010
C -0.637 -1.771 0.444  0.013
C 0.091 -3.092 0.636  0.007
C -0.944 -4.212 0.750  0.002
C -1.883 -4.237 -0.461  0.000
C -2.555 -2.881 -0.694  0.001
C -1.512 -1.767 -0.807  0.007
C 1.190 -0.324 2.254  0.048
C 2.155 0.849 2.480  0.014
C 2.802 0.755 3.867  0.002
C 1.749 0.693 4.975  0.000
C 0.741 -0.432 4.733  0.001
C 0.104 -0.334 3.340  0.007
H 2.398 0.546 -0.618  0.001
H 2.710 -2.430 -0.075  0.000
H 3.386 -1.139 0.928  0.001
H 5.078 -1.971 -0.687  0.000
H 4.702 -0.258 -0.946  0.000
H 4.796 -1.402 -3.125  0.000
H 3.618 -2.606 -2.582  0.000
H 3.091 0.388 -2.958  0.001
H 2.473 -0.920 -3.984  0.000
H 0.745 -0.145 -2.348  0.010
H 1.181 -1.832 -2.066  0.000
H -1.317 -1.595 1.294  0.000
H -1.532 -4.037 1.663  0.000
H 0.730 -3.069 1.532  0.001
H 0.751 -3.266 -0.228  0.000
H -0.416 -5.163 0.863  0.001
H -2.641 -5.014 -0.319  0.000
H -1.300 -4.500 -1.354  0.000
H -3.182 -2.903 -1.594  0.000
H -3.215 -2.648 0.155  0.001
H -2.015 -0.800 -0.923  0.005
H -0.895 -1.909 -1.704  0.001
H 1.757 -1.270 2.335  0.008
H 2.951 0.877 1.724  0.001
H 1.621 1.803 2.365  0.010
H 3.412 -0.159 3.891  0.001
H 3.479 1.605 4.015  0.000
H 1.216 1.651 5.005  0.000
H 2.238 0.554 5.943  0.000
H -0.041 -0.424 5.501  0.000
H 1.257 -1.401 4.800  0.001
H -0.588 -1.176 3.205  0.001
H -0.512 0.574 3.260  0.005
Ir -0.502 1.605 0.075  1.893
Cl -2.296 0.811 1.423  0.220
Cl 1.501 2.666 -0.229  0.231
C -0.875 1.402 -1.764  0.592
H -0.035 1.856 -2.339  0.053
C -2.106 1.322 -2.500  0.111
C -3.363 0.997 -1.958  0.100
C -4.432 0.724 -2.780  -0.003
C -4.285 0.875 -4.178  0.132
C -3.068 1.305 -4.703  0.008
C -2.014 1.567 -3.893  0.101
H -3.453 0.913 -0.872  0.007
H -5.378 0.385 -2.365  -0.003
H -2.967 1.410 -5.801  -0.003
H -1.051 1.883 -4.293  0.005
H -5.132 0.664 -4.821  0.010
N -2.446 6.066 -0.467  0.019
C -1.841 5.507 0.582  0.062
N -1.534 6.230 1.673  0.027
S -1.650 3.781 0.790  0.098
H -2.833 7.023 -0.384  0.002
H -2.668 5.489 -1.265  0.003
H -1.089 5.694 2.433  0.001
H -1.893 7.156 1.831  0.003